No. 1
This record from OMol25 describes a cluster of 2 separate species, C5H14BNO in total in a non-equilibrium geometry. The level of theory is wB97M-V/def2-TZVPD.

Geometry as XYZ:
```
22
C5H14BNO wB97M-V/def2-TZVPD
C 2.73 -0.83 -0.74
B 1.68 -0.35 -1.79
N 1.23 0.94 -1.78
O 1.02 -1.26 -2.56
H 2.43 -0.42 0.32
H 3.77 -0.38 -0.77
H 2.90 -1.89 -0.80
H 0.59 1.49 -2.29
H 1.76 1.69 -1.28
H 1.32 -2.18 -2.61
C 0.31 0.45 1.36
C -0.85 0.68 0.67
C -2.11 -0.24 0.59
C -3.10 0.32 1.64
H 1.09 1.15 1.29
H 0.42 -0.48 1.95
H -0.95 1.55 0.20
H -1.79 -1.25 0.89
H -2.61 -0.23 -0.35
H -2.42 0.30 2.65
H -3.43 1.29 1.57
H -4.01 -0.36 1.83
```

Calculated values
**Energy relative to the best compared isomer or geometry (same formula, charge and spin)**: 0.00 kcal/mol
**Frontier orbital gap**: 9.74 eV
**Charge**: 0
**Highest occupied orbital energy**: -9.111 eV

No. 2
This record from OMol25 describes a structure of composition C13H22ClI2NOPTm in a non-equilibrium geometry. The level of theory is wB97M-V/def2-TZVPD.

Geometry as XYZ:
```
42
C13H22ClI2NOPTm wB97M-V/def2-TZVPD
I 1.97 -4.65 -1.50
I -0.70 -4.81 -0.84
Tm 0.23 -0.08 0.24
P 0.01 0.58 -2.43
C -1.60 0.75 -3.13
C 0.91 2.12 -2.63
H 1.93 -0.82 -2.88
H 0.99 -0.34 -4.34
H 0.40 -1.64 -3.24
C 0.93 -0.69 -3.30
H 1.92 2.06 -2.18
H 0.98 2.28 -3.71
H -1.42 1.00 -4.18
H -2.15 1.54 -2.62
H 0.37 2.95 -2.15
H -2.14 -0.19 -3.04
C -2.02 -0.02 0.06
O -3.17 -0.06 0.14
Cl 2.60 0.05 -0.10
C 3.01 -0.28 3.80
N 2.13 0.82 4.29
C 2.86 2.12 4.34
C 0.82 0.94 3.45
C 0.08 -0.35 3.43
C -0.30 -0.94 4.63
C -1.04 -2.15 4.62
C -1.37 -2.73 3.39
C -1.01 -2.13 2.19
C -0.29 -0.93 2.24
H 3.31 -0.06 2.78
H 2.48 -1.24 3.85
H 3.89 -0.33 4.46
H 1.83 0.58 5.26
H 3.17 2.37 3.34
H 2.18 2.89 4.74
H 3.72 2.00 5.01
H 0.24 1.75 3.93
H 1.15 1.30 2.46
H -0.06 -0.49 5.59
H -1.33 -2.61 5.55
H -1.94 -3.67 3.37
H -1.29 -2.57 1.25
```

Calculated values
**Energy relative to the best compared isomer or geometry (same formula, charge and spin)**: 24.46 kcal/mol
**Frontier orbital gap (alpha / beta)**: 6.71 / 6.75 eV
**Multiplicity**: 3
**Charge**: +2
**Highest occupied orbital energy (alpha / beta)**: -14.184 / -14.184 eV

No. 3
This record from OMol25 describes a cluster of 12 separate species, C31H83FO15 in total in a non-equilibrium geometry. The level of theory is wB97M-V/def2-TZVPD.

Geometry as XYZ:
```
130
C31H83FO15 wB97M-V/def2-TZVPD
C 2.01 -2.66 3.36
O 2.74 -1.47 3.74
C 3.14 -0.70 2.57
C 2.97 0.89 2.75
C 1.55 1.44 2.20
C 0.41 0.66 3.01
O -0.74 1.48 3.42
C -1.89 1.24 2.63
O -2.05 1.93 1.59
O -2.90 0.31 2.93
C -2.38 -0.98 3.34
C -2.02 -1.99 2.16
C -2.01 -1.40 0.69
F -0.64 -1.44 0.21
H 2.80 -3.48 3.22
H 1.32 -3.03 4.20
H 1.35 -2.52 2.44
H 4.28 -0.88 2.44
H 2.65 -1.05 1.60
H 3.06 1.16 3.85
H 3.80 1.39 2.16
H 1.45 2.57 2.27
H 1.45 1.16 1.09
H 0.04 -0.18 2.33
H 0.83 0.20 3.98
H -1.48 -0.90 4.04
H -3.20 -1.47 3.98
H -0.98 -2.42 2.39
H -2.72 -2.89 2.19
H -2.63 -2.13 0.03
H -2.47 -0.38 0.55
C -4.82 -4.59 -3.15
C -4.38 -4.31 -1.73
O -3.02 -3.87 -1.71
H -4.19 -5.36 -3.60
H -5.86 -4.93 -3.18
H -4.73 -3.70 -3.77
H -4.45 -5.21 -1.12
H -5.00 -3.53 -1.28
H -2.97 -3.07 -2.25
C -3.88 -6.48 2.25
C -4.35 -5.50 3.31
O -4.17 -4.17 2.86
H -2.83 -6.31 2.01
H -4.00 -7.51 2.59
H -4.45 -6.34 1.33
H -3.76 -5.63 4.23
H -5.40 -5.66 3.55
H -4.70 -4.06 2.05
C 3.90 4.75 0.46
C 4.34 4.43 1.88
O 5.25 3.33 1.87
H 3.42 3.88 0.00
H 3.19 5.58 0.46
H 4.76 5.01 -0.16
H 3.48 4.15 2.49
H 4.83 5.29 2.34
H 6.01 3.59 1.33
C -7.09 -9.50 2.27
C -7.61 -8.29 1.52
O -6.53 -7.54 0.98
H -6.41 -9.19 3.07
H -7.91 -10.08 2.70
H -6.51 -10.15 1.60
H -8.16 -7.63 2.20
H -8.28 -8.59 0.71
H -6.05 -8.12 0.37
C -9.46 -6.99 -3.22
C -8.61 -8.16 -2.77
O -7.30 -7.71 -2.42
H -9.01 -6.51 -4.09
H -10.47 -7.33 -3.49
H -9.54 -6.24 -2.44
H -8.51 -8.90 -3.56
H -9.05 -8.65 -1.89
H -7.39 -7.06 -1.71
C -2.01 3.58 -1.73
C -0.52 3.41 -1.96
O 0.13 3.21 -0.72
H -2.20 4.43 -1.08
H -2.54 3.73 -2.68
H -2.43 2.70 -1.24
H -0.10 4.30 -2.44
H -0.32 2.55 -2.61
H -0.24 2.42 -0.31
C 7.64 6.00 -1.80
C 8.00 5.35 -0.48
O 7.53 4.01 -0.44
H 6.55 5.99 -1.94
H 7.99 7.03 -1.84
H 8.07 5.44 -2.64
H 7.55 5.89 0.35
H 9.09 5.34 -0.33
H 7.94 3.53 -1.17
C 2.94 6.94 -3.55
C 4.12 6.32 -4.26
O 4.79 5.41 -3.40
H 3.27 7.47 -2.65
H 2.42 7.65 -4.20
H 2.23 6.17 -3.23
H 4.84 7.09 -4.56
H 3.80 5.78 -5.16
H 4.15 4.73 -3.15
C 0.77 -0.47 -5.96
C 0.98 0.53 -4.84
O -0.26 0.87 -4.24
H 0.09 -0.06 -6.72
H 1.71 -0.74 -6.44
H 0.30 -1.38 -5.58
H 1.43 1.45 -5.23
H 1.65 0.12 -4.08
H -0.65 0.05 -3.89
C 7.88 -2.26 4.67
C 7.55 -0.86 4.19
O 6.25 -0.83 3.63
H 7.83 -2.97 3.85
H 8.89 -2.29 5.10
H 7.17 -2.59 5.43
H 8.26 -0.54 3.42
H 7.59 -0.14 5.02
H 5.62 -1.10 4.32
C 0.17 10.59 -1.76
C 1.16 9.52 -1.35
O 2.48 9.92 -1.66
H 0.24 10.79 -2.83
H -0.86 10.29 -1.53
H 0.38 11.53 -1.24
H 0.95 8.59 -1.88
H 1.09 9.32 -0.27
H 2.66 10.74 -1.18
```

Calculated values
**Frontier orbital gap**: 9.63 eV
**Charge**: 0
**Highest occupied orbital energy**: -9.255 eV

No. 4
This record from OMol25 describes a cluster of 2 separate species, C10H16O in total in a non-equilibrium geometry. The level of theory is wB97M-V/def2-TZVPD.

Geometry as XYZ:
```
27
C10H16O wB97M-V/def2-TZVPD
C 1.46 0.01 -3.09
C 0.71 1.15 -2.36
C 0.93 1.06 -0.87
C 2.10 1.45 -0.26
C 2.24 1.35 1.13
C 1.20 0.88 1.89
O 1.31 0.99 3.25
C -0.04 0.55 1.30
C -0.11 0.55 -0.07
H 1.39 -0.94 -2.54
H 2.49 0.30 -3.26
H 1.05 -0.22 -4.07
H 1.02 2.09 -2.81
H -0.35 1.04 -2.54
H 2.97 1.76 -0.83
H 3.13 1.67 1.64
H 0.76 0.36 3.72
H -0.83 0.15 1.90
H -0.90 0.09 -0.66
C -2.03 -2.34 1.24
C -3.01 -1.23 0.97
H -1.23 -2.20 1.95
H -2.63 -3.18 1.56
H -1.54 -2.73 0.33
H -3.49 -1.24 -0.02
H -2.71 -0.18 0.85
H -3.86 -1.18 1.66
```

Calculated values
**Energy relative to the best compared isomer or geometry (same formula, charge and spin)**: 30.07 kcal/mol
**Frontier orbital gap**: 9.22 eV
**Charge**: 0
**Highest occupied orbital energy**: -8.394 eV

No. 5
This record from OMol25 describes a cluster of 2 separate species, C2H4O3 in total in a non-equilibrium geometry. The level of theory is wB97M-V/def2-TZVPD.

Geometry as XYZ:
```
9
C2H4O3 wB97M-V/def2-TZVPD
C -2.01 -0.41 -1.11
C -2.04 -0.07 0.13
O -1.91 0.13 1.27
H -1.07 -0.68 -1.58
H -2.90 -0.49 -1.66
O 0.89 2.21 -0.34
O 1.06 0.93 0.29
H 0.33 2.59 0.39
H 1.91 0.56 0.08
```

Calculated values
**Energy relative to the best compared isomer or geometry (same formula, charge and spin)**: 104.34 kcal/mol
**Frontier orbital gap**: 9.97 eV
**Charge**: 0
**Highest occupied orbital energy**: -9.226 eV

No. 6
This record from OMol25 describes the ion C2H3IN4 with charge +2 in a non-equilibrium geometry. The level of theory is wB97M-V/def2-TZVPD.

Geometry as XYZ:
```
10
C2H3IN4 wB97M-V/def2-TZVPD
N -0.13 -1.68 0.00
C 0.96 -1.24 0.00
N 1.67 -0.16 0.01
I 3.78 0.11 -0.01
N 0.77 0.85 0.00
C -0.42 0.80 0.01
N -1.62 1.15 0.00
H -0.71 -2.51 0.01
H -2.16 1.36 0.86
H -2.14 1.31 -0.88
```

Calculated values
**Energy relative to the best compared isomer or geometry (same formula, charge and spin)**: 45.16 kcal/mol
**Frontier orbital gap**: 7.30 eV
**Charge**: +2
**Highest occupied orbital energy**: -18.437 eV

No. 7
This record from OMol25 describes the molecule C7H8FN3 in a non-equilibrium geometry. The level of theory is wB97M-V/def2-TZVPD.

Geometry as XYZ:
```
19
C7H8FN3 wB97M-V/def2-TZVPD
C 3.90 -0.74 -0.66
C 2.72 -0.07 -0.21
C 2.81 1.30 0.11
C 0.27 -0.51 -0.05
C -0.09 -1.74 0.84
C -2.45 1.77 -0.06
C -1.98 0.36 -0.55
N 4.76 -1.36 -1.05
N 1.56 -0.65 -0.31
N -0.54 0.36 -0.65
F 2.06 1.91 0.96
H -0.94 -2.40 0.43
H 0.68 -2.48 0.70
H -0.19 -1.52 1.96
H -3.48 1.61 -0.19
H -2.14 2.39 -0.96
H -2.06 2.07 0.89
H -2.64 0.11 -1.40
H -2.24 -0.41 0.20
```

Calculated values
**Energy relative to the best compared isomer or geometry (same formula, charge and spin)**: 160.51 kcal/mol
**Frontier orbital gap (alpha / beta)**: 7.09 / 7.20 eV
**Charge**: 0
**Highest occupied orbital energy (alpha / beta)**: -9.178 / -9.121 eV

No. 8
This record from OMol25 describes a cluster of 10 separate species, C23H69O26P3 in total in a non-equilibrium geometry. The level of theory is wB97M-V/def2-TZVPD.

Geometry as XYZ:
```
121
C23H69O26P3 wB97M-V/def2-TZVPD
C -5.40 -0.19 -3.65
O -6.05 -0.61 -2.50
P -6.53 0.53 -1.43
O -6.76 -0.05 -0.14
O -5.35 1.56 -1.48
C -5.37 2.64 -0.53
O -7.81 1.25 -2.15
C -9.17 0.78 -1.94
H -4.84 -1.04 -4.04
H -4.65 0.60 -3.53
H -6.11 0.13 -4.41
H -5.23 3.61 -0.99
H -4.55 2.50 0.18
H -6.33 2.71 -0.01
H -9.44 0.07 -2.72
H -9.85 1.59 -1.67
H -9.18 0.20 -1.01
C 5.28 -2.48 2.15
O 6.51 -2.71 1.42
P 6.73 -1.74 0.15
O 6.40 -0.28 0.29
O 6.25 -2.49 -1.22
C 6.15 -3.89 -1.30
O 8.37 -1.83 -0.14
C 9.01 -1.18 -1.31
H 4.61 -3.34 2.15
H 4.80 -1.56 1.81
H 5.55 -2.11 3.13
H 5.80 -4.35 -0.38
H 7.14 -4.24 -1.60
H 5.30 -4.02 -1.97
H 10.06 -1.48 -1.37
H 8.95 -0.10 -1.21
H 8.57 -1.43 -2.27
C -1.87 -4.10 -2.81
O -1.37 -4.54 -4.05
P -1.72 -5.96 -4.69
O -1.50 -7.19 -3.86
O -0.76 -5.90 -6.06
C -1.03 -4.81 -6.95
O -3.22 -5.79 -5.30
C -4.16 -6.89 -5.29
H -2.88 -4.46 -2.61
H -1.77 -3.04 -3.03
H -1.24 -4.52 -2.02
H -1.93 -4.23 -6.78
H -1.02 -5.17 -7.98
H -0.13 -4.19 -6.95
H -3.57 -7.78 -5.09
H -4.55 -7.19 -6.27
H -5.03 -6.87 -4.63
O -1.12 -7.46 0.51
C -0.69 -8.15 1.61
C -0.62 -7.31 2.84
O 0.33 -6.28 2.77
H -1.16 -7.94 -0.31
H -1.29 -9.04 1.80
H 0.30 -8.61 1.55
H -0.42 -8.05 3.61
H -1.61 -6.99 3.15
H 0.03 -5.62 2.15
O 5.60 5.94 3.96
C 5.33 6.03 2.54
C 3.88 6.36 2.30
O 2.91 5.30 2.40
H 6.41 5.47 4.17
H 6.04 6.73 2.12
H 5.47 5.10 1.99
H 3.88 6.92 1.36
H 3.59 7.11 3.04
H 2.86 4.97 3.30
O -3.68 -0.39 3.12
C -3.64 -1.41 4.08
C -4.39 -2.74 3.50
O -5.76 -2.50 3.57
H -4.62 -0.29 2.93
H -2.68 -1.71 4.49
H -4.21 -1.09 4.95
H -4.25 -3.52 4.26
H -4.02 -3.06 2.53
H -5.93 -1.88 2.87
O -1.16 3.14 7.45
C -1.11 4.21 6.49
C -0.33 3.71 5.23
O 1.04 3.54 5.54
H -1.95 3.20 7.99
H -2.08 4.63 6.23
H -0.58 5.03 6.98
H -0.39 4.57 4.56
H -0.74 2.79 4.82
H 1.15 2.88 6.22
O 5.71 3.76 -2.38
C 5.70 3.08 -3.55
C 4.59 2.08 -3.79
O 3.32 2.71 -3.95
H 5.47 3.18 -1.65
H 5.67 3.81 -4.37
H 6.68 2.62 -3.66
H 4.52 1.33 -3.01
H 4.77 1.59 -4.75
H 3.01 3.12 -3.14
O -0.26 -1.11 1.33
C 0.69 -0.15 0.92
C 0.20 1.07 0.17
O 1.26 2.03 -0.02
H -1.01 -0.60 1.65
H 1.15 0.06 1.88
H 1.46 -0.67 0.35
H -0.57 1.54 0.78
H -0.28 0.75 -0.76
H 1.38 2.42 0.85
O -0.63 9.57 -0.69
C -0.49 8.17 -0.61
C -1.15 7.77 0.73
O -1.45 6.39 0.72
H -1.57 9.71 -0.54
H -0.91 7.69 -1.49
H 0.57 7.95 -0.73
H -2.10 8.29 0.82
H -0.48 8.01 1.56
H -0.68 5.82 0.74
```

Calculated values
**Frontier orbital gap**: 9.96 eV
**Charge**: 0
**Highest occupied orbital energy**: -9.761 eV

No. 9
This record from OMol25 describes a structure of composition C44H32F6N13NaO6S4 in a non-equilibrium geometry. The level of theory is wB97M-V/def2-TZVPD.

Geometry as XYZ:
```
106
C44H32F6N13NaO6S4 wB97M-V/def2-TZVPD
Na 0.65 0.88 -0.41
C 2.33 5.39 -1.20
C 1.40 4.38 -1.43
N 0.68 3.86 -0.46
C 0.91 4.33 0.76
C 1.84 5.34 1.00
N 2.54 5.89 0.01
C 0.17 3.66 1.87
C -0.16 4.35 3.04
C -0.82 3.67 4.05
C -1.15 2.34 3.83
C -0.81 1.74 2.62
N -0.16 2.39 1.67
C -1.18 0.32 2.33
C -1.94 -0.44 3.22
N -2.25 -1.71 2.99
C -1.80 -2.22 1.85
C -1.07 -1.46 0.94
N -0.76 -0.19 1.18
C -1.19 4.36 5.32
C -0.44 5.41 5.82
C -0.83 6.02 7.00
N -1.90 5.66 7.71
C -2.61 4.64 7.23
C -2.31 3.97 6.05
H 2.92 5.80 -2.01
H 1.24 3.96 -2.42
H 2.05 5.69 2.00
H 0.07 5.40 3.12
H -1.62 1.77 4.61
H -2.31 -0.02 4.14
H -2.02 -3.26 1.65
H -0.74 -1.89 0.01
H 0.45 5.75 5.32
H -0.25 6.84 7.41
H -3.48 4.35 7.81
H -2.96 3.18 5.71
C 6.65 1.89 0.83
S 6.16 1.88 -0.90
C 4.37 1.85 -0.83
S 3.53 2.25 0.58
N 3.95 1.53 -2.04
N 2.62 1.73 -2.24
C 2.15 1.17 -3.29
C 0.75 1.40 -3.69
C 0.26 0.87 -4.88
C -1.07 1.08 -5.21
C -1.87 1.81 -4.35
C -1.29 2.31 -3.19
N -0.02 2.11 -2.86
H 7.72 2.08 0.84
H 6.44 0.92 1.29
H 6.12 2.67 1.37
H 2.78 0.53 -3.91
H 0.91 0.29 -5.52
H -1.48 0.65 -6.11
H -2.92 1.97 -4.55
H -1.88 2.87 -2.46
C -0.11 -7.55 -1.15
O -1.15 -6.77 -0.62
C -1.98 -6.15 -1.52
C -2.00 -6.40 -2.88
C -2.90 -5.70 -3.69
C -3.74 -4.72 -3.18
C -3.72 -4.51 -1.79
C -2.87 -5.22 -0.98
N -4.69 -4.11 -4.05
N -4.96 -2.88 -3.98
C -4.19 -1.91 -3.35
C -4.93 -0.83 -2.85
C -4.41 0.14 -2.03
C -3.02 0.13 -1.65
O -2.53 0.96 -0.87
C -2.19 -0.90 -2.33
N -0.85 -0.80 -2.14
C -0.05 -1.61 -2.80
C -0.52 -2.53 -3.74
C -1.87 -2.65 -3.93
C -2.76 -1.87 -3.18
H 0.50 -7.87 -0.31
H 0.52 -6.97 -1.84
H -0.48 -8.44 -1.68
H -1.34 -7.13 -3.33
H -2.92 -5.89 -4.76
H -4.39 -3.77 -1.36
H -2.86 -5.06 0.09
H -5.99 -0.83 -3.09
H -5.03 0.93 -1.64
H 1.01 -1.51 -2.59
H 0.18 -3.13 -4.30
H -2.25 -3.33 -4.68
F 1.46 -3.50 1.59
C 2.13 -3.00 0.55
F 3.20 -3.76 0.32
F 1.34 -3.10 -0.52
S 2.59 -1.17 0.84
O 2.17 -0.59 -0.41
O 1.87 -0.78 2.02
N 4.16 -1.20 1.04
S 4.72 -1.84 2.38
O 3.94 -2.93 2.91
O 6.14 -2.01 2.24
C 4.60 -0.55 3.73
F 5.50 -0.87 4.68
F 4.89 0.66 3.29
F 3.41 -0.53 4.32
```

Calculated values
**Energy relative to the best compared isomer or geometry (same formula, charge and spin)**: 8.39 kcal/mol
**Frontier orbital gap**: 5.51 eV
**Charge**: -2
**Highest occupied orbital energy**: -2.355 eV